DFT (ωB97M-V with the def2-TZVPD basis set) results for C27H60O11 as an isolated structure at a distorted geometry.

Positions of all 98 atoms, in Å:
O -2.0872 -1.5937 -1.8696
O -0.0006 4.1281 -1.8974
O -0.4511 -1.5641 4.3391
O 2.6290 2.4645 3.2088
O -1.1148 1.2537 -4.7003
O 2.1493 1.7324 -0.3805
O -4.9575 -0.7233 1.5102
O 0.6858 -2.2160 0.7123
O 3.3297 -2.0465 -1.8446
O -3.8983 1.7703 2.5351
O -1.1604 0.7991 1.5897
C -0.7641 -1.0587 0.1134
C 2.8942 -0.9078 -1.7973
C -1.9180 -2.6706 -1.3058
C 1.4896 2.5203 2.8082
C -3.0140 -3.7172 -1.2453
C -0.8443 1.0369 -3.5322
C 0.3544 3.3876 -0.8061
C 1.8889 -4.0454 1.6140
C 1.4208 -0.6791 -1.5745
C 3.5915 3.5601 0.4448
C -0.6161 -3.0389 -0.6711
C 0.4548 1.2141 -0.1457
C -2.8697 0.8312 2.4429
C 3.8528 0.3319 -1.6877
C 0.4364 1.5378 3.3446
C -0.8331 -0.3691 -2.9291
C -0.5379 0.3400 0.6319
C 1.4875 -3.1119 0.5082
C 3.4857 2.7708 -2.0566
C -4.2709 -1.3494 0.7554
C -0.8986 -0.7245 3.3546
C -3.1970 -0.6914 -0.0601
C 0.9483 3.6054 1.9573
C 2.0884 -3.2339 -0.8818
C -4.5170 -2.8047 0.5749
C 3.0026 2.6115 -0.6428
C -0.5511 2.1933 -2.6394
H 1.1262 0.2440 -2.0737
H -2.2077 -1.1130 0.1177
H 2.9752 -4.1074 1.6785
H 4.6754 3.6376 0.3584
H 0.1389 -0.8617 -2.9582
H 0.5636 4.4791 2.4834
H -0.2958 -3.9449 -1.1856
H -3.2776 -0.1488 2.6905
H 0.1475 0.9257 2.4903
H -4.7005 1.3996 2.1600
H 0.7463 -1.4572 -1.9318
H 3.8476 3.7847 -2.2276
H -3.1789 0.3881 0.0894
H 0.5015 2.3796 -1.1939
H 0.6873 4.1540 -2.5665
H -5.1516 -2.9131 -0.3047
H -0.5302 3.1355 -3.1871
H 4.7890 0.0282 -2.1561
H 0.3729 1.9966 -2.0957
H -1.5096 -1.0430 -3.4548
H 1.2734 -0.6503 -0.4949
H 1.6087 3.9017 1.1423
H -4.9656 -3.2325 1.4714
H -2.9217 -4.5407 -1.9535
H -0.7356 -1.1986 2.3867
H -1.2001 -0.4143 -1.9038
H 4.3725 2.1619 -2.2323
H 0.8298 0.8817 4.1211
H -1.2975 2.2380 -1.8462
H -3.9973 -3.2811 -1.4215
H 0.2068 1.3041 -1.2033
H 1.8174 -2.3718 -1.4914
H 1.7334 -4.1319 -1.3873
H 3.1675 -3.2789 -0.7348
H 0.5044 2.2244 0.2602
H 0.1005 -2.2228 -0.7640
H 0.1239 3.1161 1.4386
H 2.7157 2.4844 -2.7729
H 1.3314 3.6352 -0.3910
H -2.5421 0.7315 1.4081
H -2.0269 0.9603 3.1221
H 1.4507 0.8148 0.0460
H -3.5539 -3.2839 0.3989
H -0.4151 3.4952 -0.0417
H 3.1946 4.5672 0.3164
H 0.1582 -1.6395 0.1081
H -0.3488 0.2161 3.3862
H 3.6295 1.2231 -2.2742
H -3.3525 -0.8815 -1.1221
H 1.3527 -4.9601 1.3612
H 0.4668 -1.7520 4.1300
H -0.7186 -3.2097 0.4006
H -1.0900 -1.1186 -0.9250
H -0.4835 2.0233 3.6703
H 1.4122 -3.7145 2.5366
H 3.9709 0.6316 -0.6464
H 3.2820 3.0827 1.3744
H -3.0512 -4.1495 -0.2454
H -1.4547 -1.6386 0.7257
H -1.9554 -0.5287 3.5365

Calculated total energy in Ha: -1890.547924
LUMO energy in eV: -0.6
HOMO level in eV: -6.79
Largest force on an atom in eV Å⁻¹: 18.3
Gap between HOMO and LUMO in eV: 6.157